No. 1
A structure of composition C39H62AuBN8Se in a non-equilibrium geometry, computed with ωB97M-V/def2-TZVPD.

The geometry in ORCA input format:
```
! RIJCOSX wB97M-V def2-TZVPD def2/J DEFGRID3
* xyz 2 1
Au 1.163 -0.006 -0.144
C 3.547 1.688 4.321
C 2.581 0.789 3.627
C 1.739 -0.159 4.177
C 1.074 -0.773 3.114
N 1.470 -0.176 1.989
N 2.420 0.764 2.289
B 3.342 1.404 1.212
N 2.651 2.390 0.237
N 1.769 1.982 -0.738
C 1.606 2.976 -1.618
C 2.344 4.071 -1.161
C 2.994 3.670 -0.012
C 3.936 4.444 0.844
C 0.847 2.929 -2.921
C 0.096 1.626 -3.144
C -0.149 4.097 -2.957
C 1.878 3.093 -4.051
N 3.938 0.240 0.369
N 3.104 -0.530 -0.367
C 3.801 -1.471 -1.013
C 5.142 -1.288 -0.678
C 5.193 -0.205 0.192
C 6.371 0.420 0.856
C 3.137 -2.482 -1.911
C 4.191 -3.436 -2.477
C 2.434 -1.757 -3.063
C 2.109 -3.282 -1.106
C 0.090 -1.914 3.201
C -1.262 -1.373 3.683
C 0.612 -2.940 4.219
C -0.062 -2.616 1.859
H 3.409 1.603 5.396
H 3.401 2.729 4.037
H 4.578 1.417 4.088
H 1.652 -0.396 5.224
H 4.221 1.976 1.766
H 2.423 5.037 -1.631
H 3.973 5.475 0.499
H 4.944 4.033 0.796
H 3.622 4.444 1.887
H -0.738 1.509 -2.452
H 0.752 0.754 -3.065
H -0.310 1.629 -4.156
H -0.793 4.096 -2.075
H -0.781 4.017 -3.843
H 0.361 5.059 -2.999
H 2.538 2.225 -4.110
H 2.497 3.979 -3.906
H 1.363 3.195 -5.008
H 5.981 -1.867 -1.022
H 7.275 -0.109 0.565
H 6.283 0.373 1.942
H 6.478 1.466 0.568
H 4.934 -2.899 -3.069
H 3.715 -4.170 -3.127
H 4.706 -3.976 -1.682
H 3.138 -1.174 -3.659
H 1.663 -1.069 -2.695
H 1.944 -2.478 -3.719
H 2.573 -3.807 -0.270
H 1.620 -4.018 -1.748
H 1.323 -2.635 -0.696
H -1.181 -0.951 4.685
H -2.000 -2.178 3.711
H -1.629 -0.584 3.020
H 0.742 -2.497 5.205
H 1.568 -3.360 3.904
H -0.105 -3.757 4.315
H -0.440 -1.938 1.092
H -0.777 -3.437 1.952
H 0.887 -3.033 1.517
C -3.611 0.170 -2.953
C -2.631 -0.826 -3.564
C -2.409 -2.094 -2.749
C -1.653 -1.918 -1.433
N -2.483 -1.378 -0.350
C -2.362 -0.217 0.318
Se -1.003 1.094 0.303
N -3.410 -0.074 1.145
C -3.675 1.101 1.992
C -4.123 2.312 1.178
C -5.376 2.075 0.338
C -6.648 1.985 1.171
C -4.209 -1.207 1.060
C -5.377 -1.567 1.729
C -5.895 -2.809 1.436
C -5.277 -3.669 0.511
C -4.128 -3.307 -0.158
C -3.611 -2.044 0.131
H -3.837 0.971 -3.657
H -3.222 0.648 -2.050
H -4.556 -0.314 -2.695
H -1.667 -0.347 -3.745
H -3.001 -1.127 -4.546
H -1.829 -2.806 -3.342
H -3.368 -2.575 -2.553
H -0.814 -1.227 -1.569
H -1.247 -2.867 -1.081
H -2.768 1.307 2.562
H -4.442 0.796 2.700
H -3.295 2.647 0.547
H -4.305 3.122 1.890
H -5.253 1.171 -0.269
H -5.469 2.894 -0.376
H -6.621 1.162 1.889
H -7.523 1.829 0.541
H -6.808 2.906 1.735
H -5.851 -0.919 2.452
H -6.796 -3.140 1.933
H -5.717 -4.639 0.326
H -3.652 -3.974 -0.862
*
```

As for the relative energy (zero: lowest compared OMol25 entry of this formula, charge and spin): 0.0 kJ/mol. For the HOMO-LUMO gap (spin up / spin down), the calculation gives 5.68 / 5.68 eV.

***

No. 2
A structure of composition C39H62BN11O6S2V in a non-equilibrium geometry, computed with ωB97M-V/def2-TZVPD.

The geometry in ORCA input format:
```
! RIJCOSX wB97M-V def2-TZVPD def2/J DEFGRID3
* xyz 0 4
V -10.694 16.021 5.274
C -6.964 13.613 3.211
C -7.736 13.499 4.560
C -7.204 12.300 5.327
C -9.177 13.236 4.216
C -9.692 12.133 3.541
C -10.860 12.573 2.956
C -11.887 11.710 2.194
C -12.401 10.765 3.228
C -11.144 11.111 0.969
N -11.120 13.821 3.353
N -10.073 14.352 4.067
B -12.303 14.759 3.009
N -11.715 16.253 3.584
N -12.467 16.567 4.827
C -13.072 17.749 4.666
C -12.693 18.288 3.410
C -11.794 17.432 2.811
C -10.910 17.608 1.577
C -10.499 16.375 0.806
C -11.557 18.628 0.643
C -14.025 18.249 5.671
C -15.483 18.035 5.316
C -13.630 19.678 5.979
N -13.714 14.219 3.349
N -13.968 13.637 4.592
C -15.283 13.492 4.708
C -15.936 13.962 3.511
C -14.914 14.522 2.708
C -15.028 15.335 1.503
C -16.477 15.420 1.117
C -14.227 14.784 0.273
C -16.045 13.023 5.939
C -16.272 11.481 5.907
C -17.439 13.712 6.127
H -5.895 13.969 3.452
H -6.874 12.596 2.822
H -7.328 14.340 2.521
H -7.867 14.424 5.199
H -7.378 11.375 4.719
H -6.068 12.326 5.489
H -7.675 12.137 6.282
H -9.133 11.223 3.300
H -12.687 12.428 1.899
H -11.719 9.911 3.337
H -12.596 11.277 4.170
H -13.340 10.274 2.973
H -10.436 10.398 1.396
H -11.877 10.517 0.354
H -10.608 11.844 0.366
H -12.253 14.810 1.757
H -12.842 19.268 3.028
H -9.936 18.043 2.005
H -11.400 15.843 0.375
H -9.860 16.726 -0.051
H -9.927 15.618 1.391
H -12.582 18.222 0.526
H -11.702 19.669 1.076
H -11.039 18.750 -0.309
H -13.866 17.616 6.598
H -15.715 18.521 4.333
H -15.766 16.974 5.202
H -16.112 18.483 6.147
H -13.606 20.322 5.040
H -14.339 20.113 6.756
H -12.642 19.617 6.463
H -16.978 13.882 3.283
H -14.626 16.359 1.726
H -16.902 14.408 1.027
H -17.026 16.034 1.825
H -16.580 15.852 0.108
H -14.684 13.811 -0.091
H -14.303 15.470 -0.577
H -13.180 14.619 0.529
H -15.404 13.381 6.755
H -17.095 11.182 5.248
H -15.370 11.076 5.565
H -16.580 11.037 6.864
H -18.166 13.282 5.412
H -17.710 13.419 7.184
H -17.439 14.768 5.930
C -10.310 10.717 9.313
O -10.097 11.779 8.319
C -11.225 12.461 8.038
O -12.332 12.243 8.496
N -10.908 13.408 7.084
N -11.783 14.398 6.592
H -11.286 10.728 9.729
H -9.646 10.872 10.153
H -10.069 9.763 8.804
H -9.910 13.568 6.947
H -12.293 15.005 7.265
H -12.518 13.879 5.989
O -13.541 14.554 9.442
H -14.421 14.508 9.791
H -13.351 13.645 9.050
N -4.997 22.899 5.605
C -5.511 21.655 5.733
C -5.516 20.734 4.635
C -5.724 19.409 4.843
C -5.984 18.908 6.123
C -6.140 19.801 7.178
C -5.837 21.152 6.986
S -6.507 17.271 6.420
O -6.281 17.039 7.839
O -5.978 16.414 5.399
N -8.295 17.238 6.349
C -9.093 16.960 7.417
S -8.765 17.020 9.136
C -10.462 16.648 9.473
C -11.158 16.688 8.316
N -10.463 16.809 7.138
H -4.864 23.243 4.641
H -4.831 23.570 6.376
H -5.317 21.114 3.621
H -5.614 18.662 4.056
H -6.422 19.483 8.204
H -5.794 21.878 7.829
H -10.844 16.418 10.484
H -12.220 16.544 8.330
O -8.590 17.942 4.172
C -9.058 17.272 5.069
*
```

As for the relative energy (zero: lowest compared OMol25 entry of this formula, charge and spin): 25.5 kJ/mol. For the HOMO-LUMO gap (spin up / spin down), the calculation gives 6.17 / 8.29 eV.

***

No. 3
A cluster of 14 separate species, C39H63BN14O6PS2 in total in a non-equilibrium geometry, computed with ωB97M-V/def2-TZVPD.

The geometry in ORCA input format:
```
! RIJCOSX wB97M-V def2-TZVPD def2/J DEFGRID3
* xyz -1 1
C 0.481 -2.246 0.352
C 0.476 -1.591 -1.128
C -0.851 -1.937 -1.952
O -0.966 -1.219 -3.200
C -2.118 -0.398 -3.262
O -1.944 0.765 -3.637
C -3.612 -0.853 -2.948
S -4.577 0.722 -2.593
C -5.241 0.622 -0.857
O -5.160 1.926 -0.221
B -6.369 2.141 0.635
O -7.114 0.847 0.534
C -6.853 0.469 -0.829
P -7.622 -1.112 -1.518
C -9.151 -0.507 -2.494
C -8.214 -2.249 -0.122
O 0.839 -0.191 -1.141
C -0.209 0.658 -0.755
O -1.126 0.414 0.033
C -0.179 2.144 -1.370
S 1.392 2.901 -0.682
H 1.118 -1.554 1.013
H 0.928 -3.289 0.349
H -0.559 -2.221 0.833
H 1.326 -2.138 -1.675
H -1.746 -1.857 -1.261
H -0.766 -3.051 -2.225
H -4.099 -1.399 -3.818
H -3.706 -1.466 -1.989
H -4.662 -0.025 -0.105
H -6.998 3.045 0.160
H -5.992 2.455 1.737
H -7.311 1.313 -1.455
H -9.588 -1.343 -3.129
H -9.936 -0.063 -1.780
H -8.783 0.381 -3.117
H -9.313 -2.460 -0.319
H -7.657 -3.241 -0.183
H -8.110 -1.764 0.902
H -1.051 2.739 -0.922
H -0.155 2.153 -2.500
H 2.085 3.529 -1.698
C 2.808 -2.992 4.058
C 1.842 -3.745 3.259
N 1.081 -4.337 2.631
H 2.312 -2.360 4.793
H 3.484 -3.655 4.603
H 3.426 -2.341 3.437
C -0.704 0.755 3.120
C 0.073 -0.263 3.824
N 0.687 -1.067 4.372
H -0.735 1.692 3.678
H -0.284 0.975 2.138
H -1.737 0.435 2.966
C 5.064 -4.786 0.399
C 5.386 -4.151 1.677
N 5.639 -3.651 2.682
H 5.749 -4.469 -0.390
H 5.125 -5.874 0.465
H 4.052 -4.537 0.072
C 4.120 1.751 2.439
C 2.867 2.300 2.956
N 1.882 2.732 3.363
H 4.823 1.525 3.243
H 3.954 0.826 1.883
H 4.616 2.450 1.761
C -0.381 0.792 -6.350
C 0.550 1.771 -6.911
N 1.285 2.540 -7.353
H -0.017 0.386 -5.404
H -1.361 1.234 -6.156
H -0.534 -0.053 -7.029
C 9.092 -3.064 2.353
C 10.007 -2.074 1.782
N 10.726 -1.297 1.334
H 9.470 -3.464 3.295
H 8.109 -2.633 2.556
H 8.942 -3.909 1.678
C -0.417 6.716 1.312
C 0.135 5.520 0.678
N 0.573 4.566 0.184
H 0.014 6.880 2.302
H -0.221 7.614 0.720
H -1.498 6.641 1.437
C 6.115 2.800 6.143
C 6.092 1.545 5.390
N 6.074 0.560 4.798
H 6.938 2.822 6.860
H 6.235 3.661 5.482
H 5.189 2.947 6.704
C -7.342 -2.100 4.289
C -8.292 -2.886 3.502
N -9.037 -3.504 2.881
H -7.849 -1.488 5.037
H -6.632 -2.740 4.817
H -6.761 -1.423 3.656
C -1.887 5.394 5.183
C -2.412 6.253 4.121
N -2.824 6.925 3.284
H -1.430 4.487 4.778
H -1.123 5.906 5.773
H -2.674 5.081 5.872
C -0.346 0.083 8.077
C -0.859 0.936 7.006
N -1.263 1.604 6.163
H 0.111 -0.826 7.679
H 0.414 0.596 8.670
H -1.140 -0.224 8.761
C 1.166 -2.898 -8.641
C -0.094 -2.356 -8.134
N -1.082 -1.921 -7.736
H 1.854 -3.143 -7.830
H 1.008 -3.812 -9.216
H 1.675 -2.188 -9.295
C 5.152 -2.635 -7.878
C 4.468 -3.740 -8.550
N 3.919 -4.605 -9.078
H 6.014 -2.983 -7.305
H 5.515 -1.893 -8.591
H 4.489 -2.117 -7.182
C 3.762 2.296 -4.961
C 4.343 1.114 -5.595
N 4.801 0.184 -6.094
H 4.169 2.455 -3.959
H 3.960 3.200 -5.540
H 2.678 2.205 -4.861
*
```

For the HOMO-LUMO gap, the calculation gives 5.54 eV.

***

No. 4
A structure of composition C39H63BiBr4N7O2SeSi2 in a non-equilibrium geometry, computed with ωB97M-V/def2-TZVPD.

The geometry in ORCA input format:
```
! RIJCOSX wB97M-V def2-TZVPD def2/J DEFGRID3
* xyz -1 1
Bi 0.435 0.843 -0.515
C -4.124 -2.709 -3.601
N -3.276 -2.355 -2.487
C -3.312 -3.255 -1.362
C -2.710 -1.106 -2.347
N -2.568 -0.509 -1.202
C -3.561 -0.472 -0.249
C -4.902 -0.398 -0.679
C -5.972 -0.233 0.179
C -5.737 -0.140 1.541
C -4.430 -0.208 1.993
C -3.325 -0.367 1.146
N -2.060 -0.245 1.761
C -1.784 -0.949 2.800
N -2.185 -2.260 3.028
C -2.900 -2.590 4.245
C -2.525 -3.093 1.896
N -0.958 -0.429 3.788
C -1.318 0.839 4.394
C -0.167 -1.285 4.647
N -2.287 -0.561 -3.521
C -1.679 -1.361 -4.566
C -2.063 0.865 -3.640
H -5.119 -2.987 -3.236
H -3.718 -3.559 -4.161
H -4.232 -1.865 -4.278
H -4.188 -3.102 -0.721
H -2.405 -3.103 -0.782
H -3.322 -4.283 -1.733
H -5.084 -0.424 -1.748
H -6.977 -0.155 -0.217
H -6.547 0.006 2.245
H -4.231 -0.090 3.053
H -2.742 -1.824 5.002
H -2.554 -3.552 4.634
H -3.977 -2.664 4.049
H -1.809 -2.894 1.100
H -3.538 -2.914 1.521
H -2.441 -4.139 2.199
H -1.931 0.679 5.294
H -1.881 1.436 3.684
H -0.422 1.389 4.683
H -0.007 -2.245 4.164
H -0.635 -1.449 5.628
H 0.805 -0.815 4.817
H -1.622 -2.400 -4.254
H -0.656 -1.015 -4.736
H -2.237 -1.278 -5.505
H -2.282 1.356 -2.699
H -2.696 1.278 -4.432
H -1.022 1.065 -3.901
Br -0.334 6.273 -5.463
C 0.325 4.856 -4.391
C 1.562 4.293 -4.661
Br 2.649 4.968 -6.053
C 2.008 3.218 -3.875
Br 3.688 2.400 -4.191
C 1.250 2.700 -2.838
O 1.673 1.662 -2.134
C -0.008 3.304 -2.516
O -0.688 2.842 -1.529
C -0.436 4.367 -3.326
Br -2.135 5.095 -2.899
C -1.525 5.482 1.931
C -0.425 5.632 1.099
C 0.223 4.494 0.652
N -0.148 3.263 0.991
C -1.237 3.122 1.739
C -1.950 4.201 2.243
H -2.054 6.348 2.309
H -0.069 6.607 0.795
H 1.058 4.570 -0.031
H -1.553 2.098 1.912
H -2.818 4.038 2.868
C 0.972 -4.303 -3.603
Si 1.860 -3.528 -2.114
C 1.601 -4.706 -0.648
C 3.709 -3.382 -2.506
Se 0.655 -1.579 -1.735
H 1.388 -5.280 -3.865
H 1.043 -3.648 -4.474
H -0.086 -4.428 -3.364
H 1.929 -5.721 -0.887
H 0.540 -4.738 -0.392
H 2.149 -4.366 0.233
H 4.030 -4.202 -3.153
H 4.311 -3.410 -1.598
H 3.920 -2.442 -3.019
C 1.884 1.491 2.653
Si 2.669 0.911 1.001
C 3.277 -0.892 1.450
C 2.033 -1.724 1.789
C 3.986 -1.584 0.280
C 4.207 -0.921 2.667
C 4.153 2.150 0.729
C 5.217 1.572 -0.208
C 3.605 3.430 0.089
C 4.816 2.551 2.052
H 1.690 2.563 2.630
H 2.482 1.283 3.545
H 0.916 0.996 2.769
H 1.375 -1.839 0.925
H 1.459 -1.263 2.594
H 2.331 -2.731 2.110
H 3.378 -1.531 -0.626
H 4.154 -2.642 0.521
H 4.955 -1.139 0.061
H 3.739 -0.469 3.545
H 5.140 -0.391 2.464
H 4.458 -1.958 2.920
H 4.775 1.255 -1.156
H 5.719 0.719 0.248
H 5.982 2.326 -0.426
H 3.042 3.210 -0.821
H 4.427 4.105 -0.177
H 2.958 3.959 0.791
H 5.313 1.708 2.534
H 4.086 2.961 2.752
H 5.572 3.324 1.870
*
```

As for the relative energy (zero: lowest compared OMol25 entry of this formula, charge and spin): 0.0 kJ/mol. For the HOMO-LUMO gap, the calculation gives 6.32 eV.